Entry from the Open Molecules 2025 dataset: a structure of composition C27H35ClN4P2V (wB97M-V/def2-TZVPD).

As for the multiplicity: 2. The lowest unoccupied orbital energy (spin up / spin down) is -10.60 / -9.62 eV. The expectation value of S² is 0.938. The total energy comes out at -91292.9130 eV. Its net charge is +2. The calculation puts the HOMO-LUMO gap (spin up / spin down) at 1.28 / 2.25 eV.

Cartesian coordinates (Å):
1 H 0.8824 -0.3337 -4.1241
2 H 3.1417 -3.8767 -5.6597
3 H -2.4274 0.2207 4.1177
4 H 2.1572 -0.7563 3.4257
5 H -3.5344 -2.9190 -1.2584
6 H -0.7648 1.8283 2.2421
7 C -4.3696 -0.2780 -3.0089
8 C 3.4466 0.4411 -3.1195
9 H -1.6935 1.4257 6.0237
10 C 0.4142 -0.2003 -3.1422
11 H 0.9031 -1.9969 6.4459
12 C -5.2341 -2.3532 -2.6322
13 H 0.6826 0.0158 1.3757
14 Cl -1.7037 -1.4695 6.1093
15 H 2.9492 -5.4644 -3.4162
16 H -1.5877 1.2969 0.4139
17 H -1.5757 -0.1373 -3.9761
18 N 2.8264 -0.1149 -1.9980
19 H -2.3293 4.2895 -2.6648
20 V -0.1641 -0.9246 4.5762
21 C 0.3267 -0.0623 2.4213
22 C 1.1051 2.4537 4.2202
23 C 3.4160 0.4467 -0.8568
24 C -1.8479 1.8516 -0.4648
25 C -1.9611 3.2093 -0.7031
26 C 2.7212 -4.4177 -3.5012
27 C -0.9221 0.8076 2.6095
28 N 2.0587 -2.3255 -2.9559
29 N -3.5291 -0.9498 -2.1139
30 C -0.1106 2.6420 5.1604
31 H -5.8760 -3.2179 -2.6468
32 C -4.0603 -2.2337 -1.9065
33 C 4.4725 1.2783 -2.6931
34 H 5.1863 1.7743 -3.3384
35 H 1.8756 3.1571 4.5666
36 H 0.4546 0.8722 -2.9135
37 H 2.3871 -1.4040 -4.8879
38 C 2.8384 -3.5858 -4.6641
39 H 0.8635 2.7088 3.1860
40 C -1.4839 0.7992 4.0111
41 H -1.0461 -1.7611 -3.4975
42 H 0.2689 2.7305 6.1945
43 H -2.4748 1.7940 -3.6896
44 H 3.0422 0.1612 0.1173
45 H 3.1261 0.2047 -4.1196
46 H 1.9596 -3.8371 -1.4527
47 H 5.1279 1.7915 -0.5875
48 C 4.4472 1.2823 -1.2553
49 H 1.1996 -0.2951 6.9773
50 C -1.0280 -0.7002 -3.2071
51 H -0.0016 -1.1279 2.5428
52 C 1.4804 0.1145 3.4025
53 H 2.3219 -1.0308 5.7609
54 P -1.8913 -0.6147 -1.5546
55 H 2.2916 0.9316 5.1961
56 H -6.2550 -0.8530 -3.9819
57 H -1.8493 3.9811 0.0429
58 C 2.4388 -2.3049 -4.2956
59 N -2.0985 1.1458 -1.6419
60 H -0.6331 3.5919 4.9347
61 C 1.2883 -1.0039 6.1379
62 C -1.0698 1.5112 5.1259
63 H -1.7277 0.3494 1.9948
64 H -4.1562 0.7278 -3.3227
65 C -2.2274 3.3640 -2.1079
66 C -5.4307 -1.1116 -3.3329
67 C 2.2296 -3.6286 -2.4755
68 C 1.6508 1.0945 4.3195
69 C -2.2911 2.0869 -2.6586
70 P 1.3739 -1.0912 -1.8253

Cartesian forces, eV/Å:
-0.022 0.018 0.393
0.092 0.025 0.176
0.615 0.455 0.102
-0.117 0.265 0.107
-0.156 -0.069 -0.033
0.030 -0.271 0.060
-0.403 -0.943 0.060
0.584 0.396 1.002
0.214 -0.277 -0.263
-0.449 0.106 0.410
0.389 0.300 -0.057
0.905 0.583 0.302
-0.273 -0.502 0.249
1.208 0.163 -1.460
0.034 -0.088 -0.086
-0.189 0.101 -0.109
-0.087 -0.295 0.384
-0.163 1.252 1.253
-0.067 -0.237 0.193
-0.436 0.257 2.734
0.750 0.785 -0.086
-0.692 1.067 -0.036
0.535 0.242 -1.156
-0.453 0.731 -1.010
0.163 -0.771 -0.398
-0.408 0.793 0.391
-0.877 0.372 -0.413
-1.011 -0.784 1.306
0.117 -1.085 0.312
1.104 -0.313 0.482
0.000 0.009 -0.036
-0.694 0.680 -0.625
-0.901 -0.836 0.387
-0.205 0.007 0.137
-0.086 -0.196 -0.231
-0.089 -0.106 0.079
0.001 -0.328 0.006
-0.439 0.850 0.921
0.061 0.001 0.189
0.027 -0.551 0.810
0.001 0.159 -0.066
-0.254 0.133 -0.355
0.133 0.135 0.426
0.217 -0.001 -0.019
0.158 0.042 0.180
0.113 -0.193 -0.031
-0.077 0.031 -0.149
-0.593 -0.554 -0.081
-0.227 -0.213 -0.484
0.129 -0.575 0.143
0.091 -0.397 -0.604
-0.666 -1.196 0.105
-0.500 -0.130 -0.008
-1.936 1.845 -2.666
0.168 0.010 -0.777
0.099 -0.029 0.087
0.012 0.084 -0.147
-0.118 -0.961 0.110
0.983 0.459 1.083
-0.031 -0.444 0.112
-0.174 -0.509 0.109
-1.448 0.627 -0.732
0.648 0.384 0.219
-0.167 -0.110 0.062
0.112 -1.122 0.176
1.067 0.101 0.700
0.289 0.222 -1.212
0.524 0.058 0.422
0.150 0.422 0.695
2.684 -0.081 -3.743